Computed, not measured: C40H66AlN20O2 as an isolated structure at a distorted geometry, with ωB97M-V with the def2-TZVPD basis set.

Its spin multiplicity is 1. For the orbital gap, the calculation gives 7.062 eV. Its HOMO energy is -5.224 eV. The net charge is -1. For the strongest force on any atom, the calculation gives 4.85 eV/A. The value obtained for the total energy is -3051.5592 hartree.

Geometry (Å):
N  4.22211  -4.38869  -0.46961
C  3.90172  -3.14161  0.33980
C  3.56772  -1.85061  -0.65603
C  2.39040  -0.85463  -0.02799
C  0.99016  -0.86931  -0.87974
Al  -0.61724  -1.68604  0.10201
O  -1.01362  -3.38535  -0.67848
N  -0.31814  -4.36349  -0.06141
O  -0.34147  -5.30236  -0.86681
H  3.43787  -5.07704  -0.44533
H  4.51196  -4.16116  -1.44725
H  3.02526  -3.41000  1.06753
H  4.85871  -2.93940  1.02369
H  3.29426  -2.18752  -1.76184
H  4.57511  -1.21591  -0.67688
H  2.24835  -1.03006  1.13481
H  2.83582  0.24669  -0.14225
H  0.71037  0.26352  -1.10961
H  1.19488  -1.42314  -1.90035
H  -0.45065  -1.73335  1.67482
H  -1.91073  -0.76207  -0.17520
C  2.92197  -5.05824  4.52556
C  3.12732  -3.70466  3.98335
N  3.28962  -2.63527  3.55499
H  1.85836  -5.28596  4.65284
H  3.34046  -5.82591  3.86608
H  3.39787  -5.17847  5.50450
C  -5.04649  -0.61793  1.34686
C  -4.32700  0.51090  1.96038
N  -3.75856  1.40269  2.44516
H  -5.24368  -0.44228  0.28404
H  -4.47535  -1.54947  1.42023
H  -6.01332  -0.79244  1.83065
C  -1.86444  -2.75894  -4.20039
C  -1.40324  -1.37414  -4.00554
N  -1.03892  -0.28007  -3.85156
H  -1.33515  -3.24946  -5.02414
H  -1.70440  -3.36837  -3.30465
H  -2.93379  -2.80034  -4.43285
C  -1.28012  2.61110  0.71622
C  0.14456  2.60819  0.34390
N  1.27012  2.60596  0.04976
H  -1.70121  1.60017  0.71270
H  -1.43523  3.02262  1.71919
H  -1.87806  3.21294  0.02373
C  2.05308  6.50024  1.32139
C  0.62959  6.34746  1.66590
N  -0.49504  6.22677  1.93802
H  2.69953  6.33353  2.18951
H  2.36061  5.78876  0.54771
H  2.27229  7.50424  0.94296
C  -3.04692  -6.48800  0.12139
C  -4.47041  -6.64078  0.46590
N  -5.59504  -6.76147  0.73802
H  -2.40047  -6.65471  0.98951
H  -2.73939  -7.19948  -0.65229
H  -2.82771  -5.48400  -0.25704
C  2.49963  -8.27129  -0.89353
C  2.46001  -7.22214  0.13897
N  2.42874  -6.39330  0.95474
H  2.16489  -7.89477  -1.86589
H  3.51198  -8.66592  -1.03055
H  1.85480  -9.11786  -0.63509
C  -0.07457  3.19993  -3.24193
C  0.41754  4.16244  -4.24179
N  0.80631  4.92293  -5.03170
H  0.22752  2.17544  -3.48372
H  0.31096  3.42326  -2.24150
H  -1.16770  3.20787  -3.17642
C  -0.90673  -8.62189  -3.07330
C  -0.62172  -9.43724  -1.88069
N  -0.39651  -10.08145  -0.93852
H  -1.51564  -7.74533  -2.82797
H  0.01279  -8.25599  -3.54231
H  -1.45212  -9.19232  -3.83253
C  6.70685  1.88735  0.53745
C  6.64530  0.42117  0.41544
N  6.59661  -0.73717  0.31900
H  7.59127  2.20993  1.09695
H  6.74931  2.37339  -0.44302
H  5.83071  2.28710  1.05885
C  -0.08012  8.98568  4.39719
C  1.34456  8.98277  4.02488
N  2.47012  8.98054  3.73074
H  -0.50121  7.97475  4.39367
H  -0.23523  9.39720  5.40016
H  -0.67806  9.58751  3.70470
C  5.20685  9.03064  0.14626
C  5.14530  7.56447  0.02425
N  5.09661  6.40613  -0.07218
H  6.09127  9.35323  0.70577
H  5.24931  9.51668  -0.83421
H  4.33071  9.43040  0.66766
C  0.99963  3.43554  4.57763
C  0.96001  4.48470  5.61013
N  0.92874  5.31354  6.42590
H  0.66489  3.81207  3.60527
H  2.01198  3.04092  4.44062
H  0.35480  2.58898  4.83607
C  -9.07457  -2.58155  2.23443
C  -8.58246  -1.61903  1.23456
N  -8.19369  -0.85855  0.44466
H  -8.77248  -3.60604  1.99264
H  -8.68904  -2.35821  3.23485
H  -10.16770  -2.57361  2.29993
C  6.58119  -1.32855  4.04003
C  7.04238  0.05626  4.23488
N  7.40670  1.15032  4.38886
H  7.11047  -1.81906  3.21628
H  6.74123  -1.93798  4.93577
H  5.51183  -1.36994  3.80757
C  0.08709  4.37425  -7.99773
C  -0.69048  3.69657  -9.04867
N  -1.30480  3.16110  -9.87892
H  0.38359  5.38382  -8.30132
H  -0.48581  4.47080  -7.06938
H  1.00422  3.82668  -7.75627
C  -2.66111  6.49628  -2.84818
C  -2.37610  5.68092  -1.65557
N  -2.15089  5.03671  -0.71340
H  -3.27001  7.37283  -2.60285
H  -1.74159  6.86217  -3.31719
H  -3.20650  5.92584  -3.60741
C  -10.76111  -3.53543  -1.61891
C  -10.47610  -4.35078  -0.42630
N  -10.25089  -4.99500  0.51587
H  -11.37001  -2.65887  -1.37358
H  -9.84159  -3.16954  -2.08792
H  -11.30650  -4.10587  -2.37814